This record from the OMol25 dataset describes a structure of composition C22H36Al2Cl3F6MgN3O7P2S2. The level of theory is wB97M-V/def2-TZVPD.

Summary:
Energy above the lowest of the compared OMol25 structures with the same formula, charge and spin ... 18.8872 eV
Total charge ... +2
Total energy ... -5692.8120 hartree

The geometry in XYZ format:
```
84
Properties=species:S:1:pos:R:3:lowdin_charge:R:1
C 1.9189 -0.0376 2.3592 -0.10
O 2.1663 -0.8831 1.1620 -0.28
C 2.1903 0.0365 0.0072 -0.21
C 0.8363 -0.1229 -0.9551 -0.13
C 0.2708 -1.6822 -0.9817 -0.33
C -0.5426 -2.0513 -2.3631 -0.20
C -1.9961 -1.3101 -2.5257 -0.15
C -2.9248 -1.2830 -1.1785 -0.03
C -3.8608 0.0437 -0.7793 0.01
C -4.8365 0.0364 0.5773 -0.34
P -5.9126 1.5769 0.8924 0.88
C -5.3225 2.6314 2.3639 -0.33
C -6.2533 2.5953 -0.6835 -0.32
C -4.9269 -1.2239 1.6187 -0.42
N -5.7083 -1.4419 2.8996 -0.18
S -5.2722 -3.1038 3.3503 0.96
N -4.1076 -3.7365 2.1597 -0.21
C -4.0135 -2.5333 1.2382 -0.45
C -3.0710 -2.5591 -0.1109 -0.16
N -2.3147 -3.8822 -0.3552 -0.05
C -3.2945 -4.6564 -0.9907 -0.51
S -4.5651 -5.5073 -1.8046 0.69
H 1.7989 -0.7345 3.3079 0.12
H 2.7598 0.7781 2.5267 0.11
H 0.8848 0.5074 2.1778 0.09
H 2.2530 1.1507 0.4052 0.11
H 3.1582 -0.1896 -0.6256 0.09
H 0.0337 0.6475 -0.5620 0.12
H 1.1702 0.1373 -2.0556 0.08
H -0.3959 -1.7873 -0.0045 0.08
H 1.1934 -2.4085 -0.8622 -0.04
H -0.6789 -3.2249 -2.3969 0.08
H 0.1148 -1.7872 -3.3235 0.14
H -1.8321 -0.1967 -2.8941 0.14
H -2.6323 -1.8594 -3.3749 0.15
H -3.8095 0.9710 -1.5089 0.12
H -4.9195 3.6794 2.0031 0.07
H -4.5383 2.0461 3.0052 0.00
H -6.2874 2.8501 3.0331 0.07
H -5.4215 3.4007 -0.8708 0.06
H -7.3094 3.1101 -0.5875 0.07
H -6.3083 1.9199 -1.6533 0.06
Al 0.5906 -3.9898 0.1274 1.07
F 4.9888 -6.2048 1.5876 -0.13
P 3.5907 -6.8362 1.8646 -0.02
F 4.6122 -8.0136 1.8841 -0.12
F 2.6155 -7.7759 1.0925 -0.15
F 2.9978 -7.4097 3.1874 -0.14
F 3.0457 -6.0063 0.6628 -0.24
F 3.2837 -5.6075 2.7735 -0.16
C 4.3215 1.4205 -3.5411 -1.01
Cl 3.7870 -0.2388 -3.2478 0.55
Cl 3.0933 2.5843 -3.0294 0.54
H 5.2406 1.6029 -2.9790 0.00
H 4.5108 1.5496 -4.6095 0.04
C 7.8365 2.6560 -3.4397 -0.90
O 8.9382 3.0825 -3.7501 0.31
O 7.4712 2.3980 -2.2871 0.32
O 6.9166 2.4165 -4.2302 0.30
C 1.3822 5.8948 1.4335 -0.12
C 2.1839 5.0951 0.3930 -0.57
C 1.9475 5.6972 -1.0022 -0.03
O 1.7185 3.8580 0.3851 0.03
H 0.3029 5.8833 1.2316 0.12
H 1.5386 5.5045 2.4470 0.04
H 1.7015 6.9437 1.4353 -0.07
H 3.2427 5.2790 0.6237 0.14
H 0.8891 5.6787 -1.2941 0.10
H 2.5177 5.1626 -1.7724 0.06
H 2.2723 6.7443 -1.0245 0.09
Al -6.0094 -2.9800 0.3239 0.82
C -1.6191 2.1151 4.3898 -0.28
O -1.3522 3.2402 3.5729 -0.24
H -1.9974 1.3035 3.7640 -0.12
H -0.6976 1.7940 4.8816 0.09
H -2.3717 2.3770 5.1375 0.09
H -1.0182 3.9435 4.1554 0.07
C 2.0796 -5.6533 -3.6468 -0.19
O 1.6974 -6.3237 -4.7234 0.09
H 1.7260 -4.6130 -3.5471 0.07
H 1.7865 -6.0635 -2.6654 0.13
H 3.1637 -5.5159 -3.4952 0.16
Cl -2.4094 1.3722 2.0186 0.20
Mg 1.7906 7.7192 3.2728 1.19
```